12
Properties=species:S:1:pos:R:3:forces:R:3 method="wB97M-V/def2-TZVPD" total_energy_ev=-7323.83396 gap_ev="7.817 / 8.273" homo_energy_ev="-7.78 / -8.16" de_lowest_kcal_mol=125.7
C 1.621269 -0.569639 -1.078399 -0.058 0.008 0.014
C 0.733142 0.032129 -0.077025 0.305 0.143 0.150
C 0.551291 0.735370 0.945302 -0.082 -0.144 -0.196
C -0.513392 1.148673 1.712018 -0.099 0.462 0.658
O -0.912728 1.749464 2.635671 0.147 -0.549 -0.812
C -1.727925 -0.203760 -0.000314 -0.371 -0.134 -0.129
H 1.345267 -0.229871 -2.079656 -0.012 -0.043 0.096
H 2.667185 -0.303754 -0.891590 -0.159 -0.008 0.019
H 1.526397 -1.657999 -1.061130 -0.031 0.096 -0.005
H -1.405039 0.726774 -0.416802 0.088 -0.037 0.078
H -1.218415 -0.821307 0.706934 0.087 0.056 -0.026
H -2.667052 -0.606079 -0.395010 0.185 0.150 0.155